No. 1
Density functional theory data (ωB97M-V with the def2-TZVPD basis set) for C19H22BrHfN as an isolated structure.

```
44
Properties=species:S:1:pos:R:3:forces:R:3:mulliken_charge:R:1
C -2.384 -1.956 -2.145 1.10 -0.28 -1.18 -0.40
C -1.793 -1.010 -3.058 0.79 -1.77 -0.22 -0.74
C -0.403 -0.861 -2.706 -0.07 -1.59 -0.15 -0.41
H -2.242 -0.580 -3.944 -0.15 0.13 0.44 0.55
C -0.137 -1.788 -1.616 -0.31 -0.19 -1.18 -0.48
C -1.355 -2.422 -1.262 0.68 -0.38 -0.97 -0.54
H -1.410 -3.248 -0.538 -0.25 0.84 -0.28 0.44
H -3.382 -2.385 -2.237 0.25 0.51 0.33 0.52
H 0.359 -0.292 -3.238 -0.39 -0.02 0.21 0.41
H 0.862 -2.069 -1.279 -0.69 0.36 0.15 0.80
Hf -1.623 0.038 -0.980 -2.20 0.74 5.02 0.92
Br -2.473 1.910 -2.295 -0.41 1.09 -0.53 -0.41
C -3.096 0.045 2.158 -0.23 -0.28 -0.82 -0.32
C -2.799 -1.352 2.118 -0.58 0.23 -1.17 -0.64
C -3.393 -1.899 0.949 0.12 1.22 0.47 -0.36
H -2.213 -1.895 2.847 -0.12 0.03 -0.01 0.41
C -4.018 -0.815 0.215 0.94 -0.22 0.22 -0.67
C -3.841 0.382 0.997 0.40 -0.12 0.40 -0.83
H -4.347 1.328 0.789 0.35 -0.31 0.08 0.46
H -2.835 0.704 2.976 0.11 0.04 -0.26 0.47
H -3.493 -2.954 0.723 0.23 0.14 -0.14 0.60
H -4.774 -0.944 -0.555 0.21 0.08 0.04 0.49
C 4.206 0.652 -1.065 -0.28 0.18 0.28 -0.88
N 3.505 -0.143 -0.103 -0.56 -0.58 -0.43 0.20
C 4.225 -0.776 0.953 -0.18 0.23 0.23 -0.88
C 2.064 -0.182 -0.138 0.69 0.03 -0.06 -1.01
C 1.334 0.959 0.522 0.01 1.15 0.48 1.77
C 2.046 1.904 1.275 -0.39 -0.11 -0.07 -0.39
C 1.396 2.993 1.879 0.27 -0.42 0.02 -0.88
C 0.025 3.127 1.722 -0.52 -0.02 -0.09 -0.85
C -0.697 2.191 0.944 0.41 0.83 0.42 -0.86
C -0.053 1.112 0.336 -0.33 -0.77 -0.70 0.19
H 5.189 0.211 -1.235 0.07 0.11 -0.15 0.37
H 4.332 1.694 -0.732 0.14 0.04 -0.24 0.25
H 3.636 0.655 -2.004 0.20 0.08 0.05 0.22
H 4.327 -0.133 1.841 0.14 -0.17 0.12 0.25
H 3.705 -1.693 1.255 0.15 0.07 0.04 0.25
H 5.225 -1.029 0.597 0.07 -0.11 0.10 0.37
H 1.776 -0.181 -1.204 0.00 -0.13 0.40 0.04
H 1.730 -1.117 0.344 0.10 0.20 -0.26 0.37
H 3.119 1.781 1.386 -0.09 0.05 0.01 0.23
H 1.984 3.696 2.491 -0.44 -0.33 -0.41 0.35
H -0.509 3.959 2.200 0.24 -0.35 -0.25 0.37
H -1.776 2.380 0.815 0.52 -0.21 0.07 0.25
```
Forces are in eV/Å.

Results
Kohn-Sham gap (Ha): 0.2679
Maximum force (eV Å⁻¹): 5.533
E_tot (a.u.): -3413.9474
LUMO level (eV): -0.33


No. 2
Density functional theory data (ωB97M-V with the def2-TZVPD basis set) for a 2-piece molecular cluster, C17H28BrF6N6O5P2S overall.

```
66
Properties=species:S:1:pos:R:3:forces:R:3:mulliken_charge:R:1
N 2.011 3.770 -1.537 0.72 -0.61 -1.07 -0.71
P 3.114 2.734 -1.972 -0.72 3.03 0.88 0.25
N 2.446 1.147 -2.360 1.07 -0.94 0.46 -0.16
C 2.814 -0.147 -2.058 -0.58 -0.64 -0.22 0.69
N 3.878 -0.525 -1.367 -0.19 -1.62 0.15 0.58
C 4.097 -1.988 -1.178 0.45 -0.76 0.65 -0.75
C 4.647 -2.689 -2.459 0.38 0.76 -0.15 -0.60
C 5.584 -3.893 -2.180 -0.64 -0.81 -0.90 0.83
F 5.140 -4.965 -2.908 0.33 0.65 0.50 -0.28
F 6.848 -3.657 -2.607 -0.59 0.03 0.63 -0.26
F 5.610 -4.302 -0.894 0.18 0.54 -0.54 -0.27
N 4.842 0.332 -0.822 -0.08 0.72 -0.87 -1.14
C 5.970 0.215 -1.326 1.53 -1.12 0.16 0.60
S 7.426 -0.151 -1.771 -1.33 0.79 0.34 -0.17
N 1.944 -1.099 -2.562 0.19 3.25 -0.15 -0.23
C 1.030 -0.317 -3.203 0.86 -2.03 0.49 -0.18
C -0.130 -1.051 -3.882 -0.80 0.57 0.60 -0.63
C -0.859 -1.997 -2.846 0.56 0.26 -0.68 -1.11
C -1.403 -1.202 -1.629 0.41 -0.84 -0.74 1.00
F -0.461 -1.075 -0.655 -0.64 -0.23 -0.51 -0.28
F -2.472 -1.863 -1.145 0.55 0.88 0.15 -0.27
F -1.745 0.071 -1.980 -0.05 -0.91 0.02 -0.26
N 1.311 0.990 -3.120 -1.65 -0.47 -0.98 0.51
C 0.467 1.992 -3.778 0.24 0.50 -0.55 -0.27
C 0.295 1.727 -5.322 0.79 -0.01 1.43 0.45
O -0.765 1.857 -5.777 -1.38 0.19 -0.98 -0.37
Br 1.813 1.247 -6.454 -0.04 0.08 0.69 -0.14
H 2.012 4.554 -2.199 -0.39 -0.23 0.33 0.29
H 4.027 2.641 -0.886 -0.30 -1.17 -0.78 0.19
H 3.838 3.150 -3.127 0.05 -0.74 0.29 0.15
H 3.177 -2.463 -0.767 0.53 0.47 -0.57 0.40
H 4.852 -2.087 -0.363 -0.52 0.29 -0.62 0.42
H 3.867 -3.014 -3.175 0.32 0.13 0.69 0.28
H 5.266 -1.935 -3.004 -0.40 -0.64 0.35 0.31
H 0.253 -1.664 -4.721 -0.07 0.47 0.48 0.48
H -0.923 -0.360 -4.251 0.85 -0.37 0.05 0.35
H -0.167 -2.799 -2.517 -0.46 0.59 0.09 0.39
H -1.683 -2.494 -3.407 0.38 0.52 0.64 0.41
H 0.848 3.030 -3.696 0.00 -0.81 0.27 0.43
H -0.545 1.967 -3.322 0.62 0.00 -0.37 0.07
O -3.998 2.593 3.009 -3.75 0.39 1.67 -0.77
P -4.168 1.310 3.785 7.17 -3.59 -1.85 1.19
O -2.842 1.415 4.759 -0.80 0.30 0.09 -0.28
C -2.857 2.368 5.822 0.06 0.13 0.36 -0.37
C -3.712 1.892 6.982 -0.13 -0.02 -0.04 -0.95
O -3.587 0.312 2.597 -0.77 -0.05 0.18 -0.41
C -3.822 0.611 1.223 0.33 0.08 -0.19 -0.47
C -2.551 1.144 0.590 0.07 0.16 0.20 -0.89
O -4.730 -0.026 4.614 -2.14 2.93 0.05 -0.40
C -4.219 -1.353 4.476 -0.04 -1.05 -0.14 -0.14
C -2.793 -1.532 4.950 0.27 0.34 -0.12 -0.90
H -3.204 3.337 5.455 0.05 -0.02 -0.06 0.30
H -1.824 2.490 6.153 0.02 -0.08 -0.16 0.30
H -4.765 1.832 6.693 0.01 0.03 0.06 0.28
H -3.629 2.577 7.828 0.00 0.00 -0.04 0.40
H -3.410 0.895 7.304 0.04 0.05 0.01 0.19
H -4.650 1.311 1.104 0.11 0.06 0.06 0.40
H -4.115 -0.322 0.733 0.00 -0.04 0.12 0.27
H -2.150 1.987 1.155 -0.22 0.06 0.01 0.44
H -2.732 1.461 -0.436 -0.05 0.05 0.04 0.31
H -1.780 0.375 0.590 -0.07 0.00 0.05 0.11
H -4.350 -1.714 3.457 0.09 0.22 -0.02 0.21
H -4.866 -1.977 5.098 -0.16 0.33 0.09 0.36
H -2.084 -1.036 4.288 -0.04 0.01 0.02 0.24
H -2.540 -2.595 4.975 -0.19 0.00 -0.01 0.40
H -2.658 -1.120 5.951 -0.04 -0.07 -0.02 0.17
```
Forces are in eV/Å.

Results
Kohn-Sham gap (Ha): 0.2701
Charge: +1
Maximum force (eV Å⁻¹): 8.232
E_tot (a.u.): -5623.0896
LUMO level (eV): -4.08


No. 3
Density functional theory data (ωB97M-V with the def2-TZVPD basis set) for C14H24Br10Cl12 as an isolated structure.

```
60
Properties=species:S:1:pos:R:3:forces:R:3:mulliken_charge:R:1
Br -2.049 5.192 0.211 -0.51 0.18 -0.20 -0.20
C -1.215 3.439 0.532 -5.58 2.29 3.56 -0.15
C -2.276 2.311 0.489 2.30 3.24 0.23 -2.35
Br -1.275 0.562 0.547 7.84 12.17 0.65 1.55
H -0.743 3.330 1.509 -3.51 5.35 0.04 0.38
H -0.535 3.295 -0.308 -6.55 3.10 4.55 -0.01
H -2.692 2.383 -0.516 0.74 0.37 0.66 0.94
H -2.963 2.416 1.329 0.51 0.34 -0.28 0.94
Br -4.343 1.255 0.049 -5.76 -3.39 -1.01 -0.17
C -3.230 -0.226 0.700 -10.52 -0.79 -2.57 0.67
C -3.797 -1.551 0.412 -1.80 0.37 -0.04 -1.28
Br -2.587 -3.029 0.875 -11.96 5.38 -7.12 0.21
H -3.036 -0.027 1.754 -5.21 0.61 -5.81 0.04
H -2.301 0.013 0.183 -12.75 -5.06 -3.62 -0.24
H -4.093 -1.564 -0.638 0.13 -0.51 -0.12 0.61
H -4.729 -1.704 0.956 0.05 -0.36 0.40 0.57
Br -1.741 -1.084 -1.104 -0.22 -10.94 0.46 -0.07
C -0.078 -1.435 -0.074 1.78 6.93 -4.32 1.69
C 0.933 -0.233 -0.015 -3.53 -2.64 -3.55 -1.57
Br 1.565 0.229 -1.839 2.58 -6.96 3.19 0.09
H 0.423 -2.337 -0.425 1.01 2.91 -4.14 0.19
H -0.591 -1.756 0.833 -0.35 3.78 -1.01 -2.30
H 1.796 -0.558 0.567 -4.62 0.23 -2.21 2.58
H 0.552 0.672 0.458 2.40 -1.20 -1.55 0.66
Br 5.227 -1.432 -2.704 -0.72 -0.02 1.47 -0.19
C 4.599 -1.624 -0.749 1.67 -2.72 -1.02 -1.05
C 3.400 -0.869 -0.510 3.22 -1.14 -0.11 0.54
Br 2.941 -0.950 1.387 7.53 -11.51 6.08 -0.34
H 5.467 -1.337 -0.157 -0.16 0.19 -0.17 0.48
H 4.402 -2.688 -0.612 0.48 -0.11 -0.23 0.49
H 2.509 -0.995 -1.124 1.87 -3.02 1.41 0.39
H 3.727 0.133 -0.789 -0.24 -1.23 0.03 0.24
Br 0.224 2.070 1.343 13.20 2.42 5.01 -0.50
C 2.115 2.478 0.671 3.43 0.76 2.93 -1.45
C 2.981 1.233 0.668 -1.04 5.65 0.31 0.36
Br 4.753 1.717 -0.106 -0.33 0.87 0.70 -0.16
H 2.576 3.099 1.439 -0.16 0.64 -0.37 0.57
H 2.058 2.899 -0.333 1.34 0.01 1.62 0.61
H 2.484 0.456 0.087 1.37 3.88 0.14 -1.95
H 3.139 0.777 1.646 0.66 3.70 -0.45 0.64
C 0.107 1.921 -2.456 -4.49 5.50 -4.12 0.89
Cl -1.332 0.854 -2.270 1.54 9.00 0.12 -0.32
Cl 0.422 2.925 -1.035 6.21 -2.70 -13.81 -0.19
Cl -0.138 2.872 -3.950 0.05 1.41 -0.03 -0.14
H 0.951 1.248 -2.610 -3.38 5.02 -3.26 -0.56
C -1.388 -1.132 -3.724 0.74 -0.90 -3.00 2.57
Cl -1.027 -2.852 -4.008 0.01 0.49 0.07 -0.16
Cl -2.945 -0.677 -4.355 -0.57 -0.13 -0.52 -0.12
Cl -0.113 -0.042 -4.305 0.56 -2.23 -3.38 -0.12
H -1.459 -0.953 -2.651 0.90 -1.46 -3.69 -2.88
C -0.386 -0.095 2.693 0.89 -1.98 4.95 1.74
Cl 0.248 -1.768 2.705 2.75 9.44 3.43 -0.06
Cl 0.160 0.843 4.112 0.33 -0.60 0.09 -0.10
Cl -2.228 -0.129 2.776 7.51 -1.52 11.51 -0.29
H -0.095 0.428 1.781 0.83 -1.85 3.25 -1.61
C -0.946 -3.457 2.164 2.44 -5.29 3.08 0.97
Cl 0.007 -3.229 0.695 2.19 -15.07 5.30 -0.45
Cl 0.117 -3.866 3.571 -0.07 -4.26 1.24 -0.22
Cl -1.991 -4.887 1.921 2.18 -5.47 3.23 -0.19
H -1.563 -2.569 2.302 0.80 -1.21 1.96 -0.21
```
Forces are in eV/Å.

Results
Kohn-Sham gap (Ha): 0.1994
Maximum force (eV Å⁻¹): 16.119
Energy above the lowest of the compared OMol25 structures with the same formula, charge and spin (kJ/mol): 7609.7
E_tot (a.u.): -31807.3899
LUMO level (eV): -0.95